1.
{
  "formula": "C41H48F3N3O3S6SbSiTa",
  "method": "wB97M-V/def2-TZVPD",
  "elements": ["Ta", "S", "S", "S", "S", "O", "S", "C", "C", "C", "C", "H", "H", "H", "H", "H", "H", "H", "H", "N", "C", "O", "C", "C", "C", "N", "C", "C", "H", "H", "H", "H", "H", "H", "O", "S", "C", "C", "C", "C", "H", "H", "H", "H", "H", "H", "H", "H", "F", "C", "C", "C", "C", "C", "C", "Sb", "C", "C", "C", "C", "F", "C", "C", "C", "C", "C", "C", "F", "C", "C", "H", "H", "H", "H", "H", "H", "H", "H", "H", "H", "H", "H", "C", "Si", "C", "C", "N", "C", "C", "C", "C", "C", "C", "H", "H", "H", "H", "H", "H", "H", "H", "H", "H", "H", "H", "H", "H"],
  "positions_angstrom": [[0.90795, 0.03563, 0.27183], [1.38588, 0.61335, 2.54285], [3.32970, 0.87867, 3.09621], [3.69603, 2.96274, 3.52513], [2.65198, 4.29894, 2.58738], [2.80171, 0.75269, -0.47844], [3.93735, 1.74570, -0.08970], [4.06800, 2.91802, -1.46146], [4.97989, 2.24440, -2.45907], [6.11543, 1.72806, -1.58503], [5.49093, 0.89540, -0.46503], [4.52052, 3.81745, -0.98536], [3.05773, 3.28192, -1.86802], [5.40881, 2.86636, -3.22377], [4.44024, 1.43797, -2.94858], [6.59508, 2.58034, -1.08080], [6.86392, 1.20948, -2.17762], [6.04631, 0.84456, 0.46842], [5.19526, -0.12466, -0.73946], [-0.20910, 1.08073, -6.95892], [0.76259, 0.28914, -6.46039], [1.63854, -0.21691, -7.14250], [0.69061, 0.06699, -4.93640], [-0.40960, 0.47744, -4.19960], [-0.43533, 0.25371, -2.83608], [0.58507, -0.29747, -2.16486], [1.54639, -0.83335, -2.89979], [1.63069, -0.65914, -4.26835], [-0.07621, 1.30844, -7.91869], [-0.72157, 1.70842, -6.36396], [-1.27233, 0.91370, -4.70101], [-1.21966, 0.59124, -2.15646], [2.25526, -1.44701, -2.36998], [2.48140, -1.04648, -4.85759], [-0.00983, 1.97389, -0.07535], [0.21550, 3.34857, -0.77734], [-0.15220, 4.57425, 0.45146], [-1.59824, 4.92602, 0.30976], [-2.31893, 3.97043, -0.63744], [-1.26478, 3.64293, -1.70724], [0.43608, 5.45538, 0.18902], [0.19134, 4.19519, 1.42260], [-1.65851, 5.92507, -0.10633], [-2.12324, 5.02771, 1.28992], [-3.20127, 4.40772, -1.06906], [-2.64651, 3.05608, -0.13718], [-1.03580, 4.50432, -2.38078], [-1.38737, 2.74304, -2.35167], [-6.57227, 1.51880, -2.07551], [-5.67818, 1.04583, -1.23286], [-5.69274, 1.37146, 0.14973], [-4.56810, 0.93268, 0.89676], [-3.54542, 0.18605, 0.38190], [-3.61870, -0.18498, -0.96670], [-4.68611, 0.25459, -1.77184], [-1.82841, -0.28810, 1.50663], [-2.31296, -2.24012, 2.31031], [-3.42055, -3.04254, 1.88766], [-3.65020, -4.28062, 2.49607], [-2.82487, -4.73957, 3.55041], [-3.13067, -5.90799, 4.14653], [-1.73187, -4.00899, 3.98934], [-1.51190, -2.74953, 3.39284], [-2.20098, 1.04144, 3.10899], [-2.69678, 0.57027, 4.33890], [-3.20623, 1.48576, 5.27785], [-3.28341, 2.83541, 4.95576], [-3.93431, 3.71296, 5.76134], [-2.77503, 3.31914, 3.72182], [-2.21591, 2.43223, 2.84976], [-6.50024, 1.95520, 0.58239], [-4.55390, 1.13486, 1.93794], [-2.92337, -0.90034, -1.36171], [-4.74730, 0.07316, -2.83995], [-4.02307, -2.69526, 1.05856], [-4.52283, -4.87262, 2.12868], [-1.11043, -4.39764, 4.74456], [-0.77310, -2.19755, 3.92368], [-2.71712, -0.48494, 4.59085], [-3.58953, 1.28002, 6.24704], [-2.76322, 4.39516, 3.61874], [-1.80403, 2.78759, 1.89595], [-0.11826, -4.54712, 0.62437], [0.48152, -3.37742, -0.70888], [-0.84559, -2.88244, -1.92052], [1.91952, -4.23070, -1.50641], [1.09790, -1.89714, 0.17396], [2.22877, -2.27441, 0.97935], [1.94672, -2.88041, 2.21328], [3.03290, -3.31838, 2.94643], [4.32359, -3.24275, 2.42710], [4.60052, -2.67688, 1.20648], [3.51251, -2.19828, 0.46357], [-0.46253, -5.48029, 0.15833], [-0.87231, -4.10275, 1.27985], [0.70096, -4.79329, 1.26980], [-1.35920, -1.96087, -1.58242], [-1.55646, -3.68482, -2.01569], [-0.46030, -2.75880, -2.89972], [1.49264, -4.85715, -2.29720], [2.49893, -4.86374, -0.84390], [2.59690, -3.56763, -2.05467], [0.90536, -2.95289, 2.56694], [2.88831, -3.70540, 3.94326], [5.10920, -3.66714, 3.06911], [5.58666, -2.58753, 0.74606], [3.67981, -1.76068, -0.55625]],
  "gap_ev": 3.69,
  "de_lowest_kcal_mol": 54.4,
  "e_tot_ev": -143026.959,
  "total_charge": 2,
  "fmax_ev_per_a": 2.3
}

2.
{
  "formula": "C34H31AsBF2O2PSn",
  "method": "wB97M-V/def2-TZVPD",
  "elements": ["Sn", "C", "C", "O", "C", "C", "C", "C", "C", "C", "O", "H", "H", "H", "H", "H", "H", "H", "F", "B", "F", "C", "C", "As", "C", "C", "C", "C", "C", "C", "C", "C", "C", "C", "C", "C", "P", "C", "C", "C", "C", "C", "C", "C", "C", "C", "C", "C", "C", "H", "H", "H", "H", "H", "H", "H", "H", "H", "H", "H", "H", "H", "H", "H", "H", "H", "H", "H", "H", "H", "H", "H", "H"],
  "positions_angstrom": [[0.55161, 0.85006, -0.38209], [1.50099, 1.34989, 4.01472], [0.86163, 0.54006, 2.94929], [0.83656, 1.01553, 1.78807], [0.30358, -0.76970, 3.24424], [0.72462, -1.48509, 4.37588], [0.26948, -2.76339, 4.62378], [-0.65040, -3.35870, 3.77188], [-1.12859, -2.65553, 2.67395], [-0.65668, -1.39000, 2.41895], [-1.21439, -0.70788, 1.33356], [1.74664, 2.33967, 3.63949], [2.42434, 0.86993, 4.34850], [0.83789, 1.43497, 4.87651], [1.43252, -1.03478, 5.05767], [0.62628, -3.29732, 5.49370], [-1.01872, -4.35519, 3.97323], [-1.89283, -3.06577, 2.02609], [-2.48686, 0.96089, 0.45443], [-2.11817, 0.28064, 1.54437], [-2.58411, 0.63308, 2.71459], [4.03471, -1.01224, -1.75155], [4.69566, -2.37860, -1.80036], [6.61784, -2.18923, -2.32616], [7.18992, -1.31731, -0.66376], [7.79076, -0.06388, -0.72656], [8.23546, 0.56262, 0.43073], [8.08628, -0.06442, 1.65889], [7.48750, -1.31608, 1.72827], [7.04132, -1.93987, 0.57350], [7.18268, -3.99915, -1.87051], [6.31346, -5.07832, -1.74988], [6.80033, -6.33750, -1.42628], [8.16032, -6.53211, -1.24090], [9.03606, -5.46306, -1.37880], [8.55063, -4.20708, -1.70186], [2.41231, -1.09528, -0.84678], [1.45093, -2.41526, -1.63557], [1.55634, -2.62220, -3.01192], [0.80424, -3.61392, -3.61917], [-0.06570, -4.39060, -2.86532], [-0.21824, -4.14886, -1.50701], [0.52843, -3.15602, -0.89279], [3.00017, -1.62751, 0.79850], [3.64103, -0.61719, 1.52181], [4.27528, -0.89987, 2.71804], [4.25532, -2.19739, 3.21294], [3.60975, -3.20089, 2.50562], [2.98706, -2.92626, 1.29537], [3.87089, -0.60575, -2.75110], [4.64631, -0.30218, -1.18748], [4.20121, -3.03342, -2.51542], [4.67169, -2.86415, -0.82381], [7.92948, 0.41752, -1.68812], [8.71608, 1.53034, 0.37170], [8.45581, 0.41063, 2.55849], [7.39043, -1.81987, 2.68244], [6.60411, -2.93210, 0.63263], [5.24948, -4.95062, -1.91213], [6.11484, -7.16925, -1.32614], [8.53931, -7.51807, -1.00800], [10.09900, -5.61239, -1.24394], [9.23729, -3.37621, -1.82414], [2.22343, -2.01947, -3.61586], [0.89996, -3.77822, -4.68378], [-0.63180, -5.17964, -3.34134], [-0.91930, -4.73524, -0.92831], [0.41557, -2.96309, 0.16816], [3.66463, 0.39034, 1.11320], [4.79971, -0.11698, 3.25116], [4.75751, -2.42655, 4.14396], [3.60644, -4.21391, 2.88668], [2.52142, -3.72676, 0.73545]],
  "gap_ev": 4.72,
  "de_lowest_kcal_mol": 0.0,
  "e_tot_ev": -121916.150,
  "total_charge": 2,
  "fmax_ev_per_a": 1.4
}

3.
{
  "formula": "C8H9NO3S",
  "method": "wB97M-V/def2-TZVPD",
  "elements": ["C", "O", "C", "O", "C", "C", "C", "C", "C", "O", "H", "H", "H", "H", "H", "H", "H", "H", "N", "C", "S", "H"],
  "positions_angstrom": [[-2.75250, 0.44703, 1.46705], [-1.47502, 0.57501, 0.95107], [-1.16203, -0.36644, 0.00450], [-2.02734, -1.12160, -0.38823], [0.23962, -0.22097, -0.39087], [0.65149, -0.40877, -1.62909], [2.11205, -0.43520, -1.78599], [2.64624, -0.43762, -0.30312], [1.43077, -0.04479, 0.56460], [1.49863, 0.10088, 1.74924], [-3.47273, -0.03490, 0.64596], [-3.12494, 1.46413, 1.64371], [-2.70800, -0.12296, 2.35399], [-0.15818, -0.68298, -2.41424], [2.33366, 0.16434, -2.61636], [2.33960, -1.48291, -2.20391], [3.36032, 0.28429, -0.14393], [2.97784, -1.42547, 0.13684], [-1.30935, 3.97679, 0.62748], [-0.21536, 3.65996, 0.17643], [1.05392, 3.03435, -0.46002], [-1.59917, 4.22430, 1.47443]],
  "gap_ev": 9.89,
  "de_lowest_kcal_mol": 39.2,
  "smiles": "COC(=O)C1=CCCC1=O.N=C=S",
  "e_tot_ev": -26907.599,
  "fmax_ev_per_a": 6.6
}

4.
{
  "formula": "C5H9IO",
  "method": "wB97M-V/def2-TZVPD",
  "elements": ["C", "C", "C", "C", "C", "O", "I", "H", "H", "H", "H", "H", "H", "H", "H", "H"],
  "positions_angstrom": [[-1.25886, 0.82068, -1.12784], [-2.31988, -0.10396, -0.44357], [-1.27671, 0.59831, 0.28528], [2.68430, -1.38578, 0.20007], [1.39850, -1.08354, -0.53880], [1.60206, -0.46299, -1.68568], [0.13299, -2.75764, -0.63785], [-0.29155, 0.58171, -1.65797], [-1.53049, 1.71637, -1.52387], [-3.27898, 0.20456, -0.37919], [-2.25497, -1.11647, -0.80889], [-1.23893, 1.26796, 1.14319], [3.64034, -1.53798, -0.28529], [2.57575, -2.14576, 0.93500], [2.87238, -0.41370, 0.73616], [2.56449, -0.46419, -2.02318]],
  "gap_ev": [8.26, 7.60],
  "de_lowest_kcal_mol": 126.9,
  "e_tot_ev": -15473.014,
  "fmax_ev_per_a": 3.9
}